[1]
14
Properties=species:S:1:pos:R:3:forces:R:3 method="wB97M-V/def2-TZVPD" de_lowest_kcal_mol=88.3 charge=0 homo_energy_ha=-0.3465 homo_lumo_gap_ha=0.350
C 1.267 -2.207 -0.200 1.78 -2.56 -3.54
C 0.612 -1.175 0.485 -3.35 1.76 -1.09
C 0.360 1.449 -0.077 1.38 3.56 0.09
C -0.925 0.636 0.355 0.62 3.33 -1.99
C -0.697 -0.625 -0.244 1.38 -3.39 -1.31
H 0.637 -3.071 -0.217 -0.17 -0.88 -0.65
H 2.213 -2.503 0.171 0.94 -0.35 1.17
H 1.657 -1.796 -1.221 -1.48 -1.25 1.14
H 0.285 -1.373 1.456 0.35 0.02 2.08
H -0.757 0.759 1.386 -0.28 -0.68 1.66
H -0.512 -0.783 -1.350 -0.03 1.07 1.17
O 0.789 2.609 -0.179 -2.42 -2.98 -0.13
S 1.603 0.186 0.030 1.39 2.18 0.87
S -2.449 -0.221 -0.075 -0.11 0.18 0.53

---

[2]
56
Properties=species:S:1:pos:R:3:forces:R:3 method="wB97M-V/def2-TZVPD" de_lowest_kcal_mol=262.3 charge=+2 homo_energy_ha="-0.5145 / -0.5219" spin_multiplicity=4 homo_lumo_gap_ha="0.203 / 0.197"
P -0.105 -1.941 -0.766 1.38 -0.15 -2.11
P -0.705 1.423 -0.656 -0.84 1.68 -5.70
C -0.781 -0.982 -2.340 0.16 -0.13 0.03
C -0.279 0.449 -2.287 -0.23 0.25 0.06
H -1.871 -0.971 -2.204 0.40 -0.14 -0.64
H -0.569 -1.468 -3.328 -0.03 0.57 1.08
H 0.810 0.520 -2.445 -0.54 -0.22 0.03
H -0.771 0.986 -3.123 0.29 -0.11 0.48
C -1.629 2.853 -1.601 0.50 0.09 0.33
H -1.555 3.765 -0.989 -0.16 -0.13 -0.30
H -2.703 2.652 -1.770 0.63 -0.19 0.22
H -1.166 3.043 -2.596 -0.27 -0.06 0.85
C 1.514 3.002 -2.157 -1.77 -0.16 0.62
H 0.779 2.468 -2.733 0.17 0.19 -0.93
H 2.485 2.717 -2.397 1.59 -1.04 -0.23
H 1.472 4.072 -2.419 -0.43 -0.27 0.57
C -0.989 -3.563 -0.799 -0.14 -0.32 0.00
H -0.577 -4.225 -0.029 -0.01 0.04 -0.31
H -0.956 -4.063 -1.787 -0.08 0.37 0.77
H -2.019 -3.360 -0.536 -0.26 -0.30 0.09
C 1.026 -2.917 -2.387 3.13 -0.46 -0.04
H 1.805 -2.262 -2.820 -0.16 -0.74 -0.22
H 0.311 -3.134 -3.174 -0.65 0.42 0.48
H 1.427 -3.880 -2.069 0.20 0.11 -0.45
Re -1.574 -0.736 1.779 -0.24 -1.98 0.56
C 2.022 2.421 0.326 -0.97 -0.03 1.84
C 1.101 2.728 -0.696 -0.09 1.91 -0.40
C -2.231 0.583 -0.141 0.94 -0.78 0.28
C -1.757 -0.947 -0.160 -5.20 0.82 3.04
C 2.513 -2.417 -0.628 1.06 0.38 2.26
C 3.058 -1.359 -0.016 -2.15 0.60 -0.70
C 2.494 0.052 -0.224 -0.85 0.58 -0.62
C 2.173 1.071 0.919 1.53 -0.59 0.31
C -0.633 -2.331 2.544 0.29 -0.04 0.13
H 2.169 3.257 1.024 0.15 -0.25 -0.12
H 0.390 3.520 -0.442 0.67 0.29 0.43
H -3.174 0.678 -0.698 0.65 0.34 -0.32
H -2.454 1.167 0.806 -0.17 -1.10 0.18
H -3.080 -1.502 1.585 1.03 0.52 0.46
H -2.613 -1.565 -0.556 0.85 0.83 0.23
H 2.760 -3.490 -0.525 -0.68 0.69 -0.62
H 3.845 -1.419 0.761 -0.09 -0.69 -0.85
H 1.499 -0.084 -0.734 1.28 0.05 0.27
H 3.136 0.655 -0.899 -0.05 -0.88 0.04
H 1.252 0.794 1.476 -0.06 0.29 -0.38
H 2.904 1.167 1.743 0.03 -0.45 -0.51
H 0.332 -1.973 2.880 0.57 0.32 0.16
H -0.428 -3.053 1.770 0.01 -0.41 -0.46
H -1.082 -2.841 3.374 -0.57 -0.24 0.47
F -1.506 1.166 6.180 0.32 0.24 -1.13
C -1.163 1.886 5.089 -0.08 0.67 0.82
F -2.179 2.742 4.826 0.80 -0.78 -0.13
F -0.076 2.632 5.417 -0.96 -1.07 -0.81
C -0.904 0.915 3.830 1.50 1.02 1.93
O -1.996 0.493 3.294 -0.68 0.31 -0.53
O 0.247 0.605 3.510 -1.72 0.11 -0.50

---

[3]
27
Properties=species:S:1:pos:R:3:forces:R:3 method="wB97M-V/def2-TZVPD" de_lowest_kcal_mol=75.1 charge=+1 homo_energy_ha=-0.5327 homo_lumo_gap_ha=0.422
C 0.063 2.918 0.482 1.81 3.00 -3.98
C -0.432 3.022 1.799 -0.85 2.27 7.78
C -0.034 0.936 -0.833 1.59 -1.08 -1.45
N -0.709 1.897 -0.250 -1.61 0.49 1.63
N 1.395 0.959 -0.943 -5.03 2.66 1.96
N -0.723 -0.034 -1.393 3.16 -0.55 -0.10
H -0.016 4.069 -0.098 0.14 -3.52 1.46
H 1.210 2.714 0.446 -2.43 0.40 0.06
H -1.236 3.860 2.040 1.71 -1.63 -0.88
H 0.437 3.224 2.593 -1.57 0.29 -1.90
H -1.782 1.728 0.108 3.77 0.49 -1.42
H 1.721 1.258 -0.051 0.99 0.07 0.19
H 1.901 0.263 -1.349 1.10 -2.62 -1.45
H -1.654 -0.063 -1.524 -3.81 0.60 -0.12
H -0.292 -0.778 -1.876 0.98 -0.80 -0.27
H -0.813 2.155 2.400 0.02 -0.04 -1.47
C 0.567 -2.801 0.624 -3.12 0.66 -2.85
C 0.702 -3.033 -0.914 -2.38 -1.41 -1.75
C -0.809 -3.284 1.135 0.96 -0.80 1.68
H 1.345 -3.351 0.988 2.10 -0.98 1.82
H 0.570 -1.737 0.838 0.74 0.17 0.17
H -0.264 -2.832 -1.513 0.71 -0.26 1.25
H -1.624 -2.636 0.836 -0.15 -0.19 -0.43
H -0.979 -4.358 0.964 -0.20 0.47 -0.61
H 0.847 -4.153 -1.231 0.26 2.12 0.88
H 1.354 -2.381 -1.483 1.02 -0.14 0.34
H -0.811 -3.270 2.250 0.08 0.32 -0.56

---

[4]
21
Properties=species:S:1:pos:R:3:forces:R:3 method="wB97M-V/def2-TZVPD" de_lowest_kcal_mol=49.1 charge=+1 homo_energy_ha=-0.5337 homo_lumo_gap_ha=0.380
C 0.963 0.735 2.307 3.28 -0.66 -2.75
C 0.963 1.377 0.871 -0.98 -0.77 0.89
C -1.355 0.622 -1.226 0.82 -0.63 1.92
C -1.986 -0.344 -2.252 -2.00 1.38 2.96
C 1.290 -1.457 -0.935 -0.52 1.09 3.30
N 0.391 -0.558 1.929 -1.74 -0.88 0.14
Si 0.162 -0.007 -0.202 3.01 -0.34 -0.40
H 2.027 0.531 2.716 -1.72 0.57 -0.82
H 0.420 1.227 3.032 -1.24 1.13 1.47
H 0.321 2.208 0.776 -1.23 1.12 0.32
H 1.865 1.839 0.637 1.94 0.23 -0.83
H -2.054 0.828 -0.360 0.08 -0.15 -1.09
H -1.124 1.650 -1.599 0.28 -0.84 0.19
H -2.655 -1.019 -1.678 0.41 0.18 -0.78
H -2.571 0.329 -2.816 -1.45 0.56 -0.65
H -1.492 -0.824 -3.011 2.26 -1.40 -1.14
H 1.073 -1.728 -1.917 -0.53 -0.65 -1.48
H 2.354 -1.250 -0.833 0.04 0.62 -0.18
H 1.197 -2.278 -0.180 -0.41 0.21 -0.95
H 0.780 -1.281 2.514 0.46 -0.90 -0.46
H -0.570 -0.599 2.226 -0.76 0.15 0.34